A gas-phase ion, C7H6Cl2N (charge +1). Source: the Open Molecules 2025 dataset; level of theory: wB97M-V/def2-TZVPD.

As for the orbital gap (alpha / beta): 6.27 / 8.29 eV. The energy relative to the best compared isomer or geometry (same formula, charge and spin) comes out at 0.0 kcal per mole. The value obtained for the HOMO energy (alpha / beta) is -10.87 / -14.93 eV. As for the charge: +1. Its expectation value of S² is 2.031. Its spin multiplicity is 3.

```
16
Properties=species:S:1:pos:R:3:forces:R:3
Cl -3.8418 1.4838 0.1722 0.105 0.759 0.257
Cl -5.0710 -1.0700 -0.0869 -0.144 -0.349 -0.086
N -1.1262 -0.3410 -0.0779 -0.448 -0.750 0.011
C -0.8955 0.9374 -0.4800 0.649 0.319 -0.045
C 1.1907 -0.4976 0.5367 -1.609 3.592 -1.962
C -3.6789 -0.1491 -0.0166 1.120 -1.780 -0.388
C 0.3565 1.4791 -0.4034 -1.233 2.451 -0.807
C 1.4284 0.8217 0.1071 -1.797 -1.659 0.151
C -0.0272 -1.0268 0.4019 -0.142 -2.876 1.156
C -2.3537 -0.9700 -0.1292 -0.634 4.024 0.448
H -2.3543 -1.9609 -0.3975 -0.219 -2.236 -0.125
H 2.3524 1.2316 0.1690 2.653 1.270 0.211
H -0.0307 -2.0874 0.8179 -1.314 1.465 -0.928
H -1.5774 1.6278 -0.9301 -1.119 -0.830 0.016
H 0.2536 2.5351 -0.7819 1.305 -1.128 0.534
H 1.9290 -1.0255 0.9419 2.826 -2.273 1.557
```
Positions in Å, forces in eV/Å.

---

A single C7H6Cl4Si molecule. Source: the Open Molecules 2025 dataset; level of theory: wB97M-V/def2-TZVPD.

As for the orbital gap: 7.93 eV. The energy relative to the best compared isomer or geometry (same formula, charge and spin) comes out at 75.7 kcal per mole. The value obtained for the HOMO energy is -8.20 eV. Its spin multiplicity is 1. As for the SMILES: Cl/C=C1\C=CC=C[C@@H]1[Si](Cl)(Cl)Cl.

```
18
Properties=species:S:1:pos:R:3:forces:R:3
Cl 0.1347 -0.3642 4.3298 0.334 1.077 1.556
Cl -2.2074 -2.3119 2.9417 -0.905 -0.137 0.282
Cl -2.5628 0.5972 -2.5972 0.147 0.413 0.539
Cl 0.9226 -2.7307 2.3159 -0.757 0.706 0.265
Si -0.5430 -1.2378 2.7255 0.799 -0.333 -4.171
C 1.5167 -0.6431 0.1332 -0.777 2.313 -1.191
C -1.9901 0.9086 -0.9878 1.272 -2.323 2.799
C 0.6651 -1.4464 -0.6772 -0.602 -0.825 0.648
C -0.6264 -1.2219 -0.8963 -1.086 0.532 -0.686
C 0.8421 0.3268 0.8157 3.195 -1.203 1.166
C -1.2524 -0.0702 -0.2871 -0.756 2.672 -0.727
C -0.5989 0.2162 1.0561 0.564 -2.869 -0.387
H 1.0708 -2.3552 -0.9477 0.861 -1.758 -1.424
H 1.4476 0.9336 1.5004 -0.423 0.288 -0.326
H -1.2194 -1.6976 -1.6576 0.148 -0.744 -0.052
H 2.5670 -0.6653 -0.2139 -0.465 0.220 1.179
H -2.2907 1.8226 -0.4259 -0.004 -0.701 -1.026
H -0.8646 1.1052 1.4577 -1.544 2.672 1.555
```
Positions in Å, forces in eV/Å.

---

A molecular structure, C7H6ClFIN. Source: the Open Molecules 2025 dataset; level of theory: wB97M-V/def2-TZVPD.

As for the orbital gap: 9.44 eV. The energy relative to the best compared isomer or geometry (same formula, charge and spin) comes out at 0.0 kcal per mole. The value obtained for the HOMO energy is -9.39 eV. Its spin multiplicity is 1.

```
17
Properties=species:S:1:pos:R:3:forces:R:3
I 1.4923 -3.2372 0.9569 -0.407 0.228 0.191
Cl 1.2561 -2.3270 -2.0278 -0.740 -0.067 -0.329
F 3.0870 -0.8042 -0.3960 0.479 0.707 0.109
N -0.2902 0.3003 0.0270 0.339 0.001 0.484
C -0.1311 1.5559 0.4317 -2.081 0.854 -0.015
C 0.7910 -0.4306 -0.1687 -0.555 -1.834 -0.252
C -1.1121 -2.2295 -0.4184 4.837 -1.854 1.780
C 1.1132 2.1490 0.5630 -0.512 -0.775 -0.472
C 2.2754 1.3958 0.2159 -2.065 -0.392 0.254
C 0.4551 -1.9392 -0.4620 0.430 1.099 0.099
C 2.1095 0.0581 -0.1294 -1.618 0.645 0.407
H -1.2837 -2.0509 0.6556 -1.025 0.077 -0.848
H -1.4737 -1.6607 -1.1866 -1.770 1.640 -1.354
H -1.0695 -3.2853 -0.6808 -0.856 -0.119 0.197
H -1.1603 2.1356 0.6281 2.648 -1.172 -0.372
H 0.9719 3.1702 0.8866 1.288 0.237 -0.011
H 3.2236 1.8184 0.2281 1.608 0.725 0.131
```
Positions in Å, forces in eV/Å.

---

A single C7H6ClNO molecule. Source: the Open Molecules 2025 dataset; level of theory: wB97M-V/def2-TZVPD.

As for the orbital gap: 7.41 eV. The energy relative to the best compared isomer or geometry (same formula, charge and spin) comes out at 29.9 kcal per mole. The value obtained for the HOMO energy is -7.10 eV. Its spin multiplicity is 1. As for the SMILES: ClN1C=CC=C2OCC=C21.

```
16
Properties=species:S:1:pos:R:3:forces:R:3
Cl 1.9552 2.5353 1.0987 -0.349 -0.976 -0.165
O -1.0539 -0.6865 -1.2657 -0.030 -0.331 0.371
N 1.3752 0.9016 0.8600 0.404 1.055 -0.154
C 0.5501 -1.0213 2.0284 0.394 0.607 0.099
C -0.3498 -0.6247 -0.1284 1.844 2.354 0.380
C -0.3296 -1.4060 0.9587 -0.393 -0.089 -0.734
C 0.1890 1.3195 -1.3108 0.008 -0.240 0.114
C 1.3180 0.0819 1.9708 -0.012 -0.566 0.961
C 0.5244 0.6941 -0.1811 -2.078 -2.300 -0.793
C -0.8431 0.4992 -2.0380 -0.044 0.530 -0.327
H 1.9848 0.3690 2.7652 0.048 0.002 0.093
H -1.8017 1.0323 -2.1096 0.080 -0.139 -0.078
H -0.9462 -2.2834 1.0531 -0.100 -0.119 -0.073
H 0.5920 -1.6386 2.9082 0.141 -0.021 0.154
H -0.5334 0.2034 -3.0479 -0.059 0.001 0.127
H 0.5275 2.2621 -1.6915 0.147 0.232 0.025
```
Positions in Å, forces in eV/Å.

---

A molecular structure, C7H6F15O16S6Zn. Source: the Open Molecules 2025 dataset; level of theory: wB97M-V/def2-TZVPD.

As for the orbital gap: 7.63 eV. The value obtained for the HOMO energy is -1.99 eV. As for the charge: -3. Its spin multiplicity is 1.

```
51
Properties=species:S:1:pos:R:3:forces:R:3
Zn 0.0558 -0.1685 0.0309 0.149 0.325 0.570
S -2.5596 -0.4192 -2.2295 0.085 0.301 -0.336
S 0.5645 -3.4219 0.9212 0.867 -0.642 0.845
S -0.2271 3.4541 -0.2286 0.429 0.002 0.726
S 2.7847 0.5831 2.0440 0.062 0.383 -0.179
S 1.8667 0.1821 -2.7876 -0.484 -0.056 -0.088
S -1.5268 0.2629 3.0875 0.092 0.394 -0.242
F -1.0534 -4.9762 -0.5911 0.136 -0.143 0.044
F 5.4228 0.5792 1.9691 0.316 0.098 -0.107
F 4.5928 1.7285 0.3378 -0.034 0.288 -0.146
F -4.0246 0.7671 2.2729 -0.083 -0.074 -0.207
F -2.3244 5.0756 -0.1107 -0.031 0.207 -0.101
F 4.5280 -0.4230 0.2710 0.141 -0.091 -0.118
F -2.5720 3.4110 -1.4816 -0.017 0.203 -0.112
F -4.8854 -1.6535 -2.3530 -0.171 -0.151 -0.075
F -0.9178 -5.5421 1.4916 -0.201 -0.432 0.261
F -3.4502 -2.6376 -1.0559 -0.159 -0.092 -0.057
F -3.4977 -1.3447 2.3367 -0.241 -0.063 -0.088
F -3.9256 -0.2640 4.1587 0.003 -0.010 0.121
F -2.0526 -3.7801 0.8879 -0.091 -0.331 0.368
F -2.6700 3.0790 0.6482 -0.067 0.122 -0.033
F -4.4478 -0.8332 -0.4030 -0.099 0.005 0.091
O -1.5558 -0.2701 -1.1754 -0.963 -0.209 -0.485
O -3.2763 0.7928 -2.5647 0.201 -0.349 0.171
O -2.1126 -1.2113 -3.3577 -0.155 -0.007 0.304
O 1.4115 -0.4959 -1.5331 0.278 0.077 -0.638
O -1.5534 1.6618 3.4482 -0.083 -0.421 -0.152
O -0.1267 1.9935 -0.3082 -0.136 0.687 -0.401
O 1.8613 0.3252 0.9375 0.418 0.116 0.550
O 0.3010 4.1421 -1.4050 -0.255 -0.273 0.313
O 2.7050 1.8989 2.6267 0.112 -0.169 -0.250
O -1.0282 -0.6507 4.0772 -0.185 -0.088 0.066
O 0.6479 -3.3136 2.3594 -0.435 0.120 -0.590
O -1.0664 -0.0236 1.7208 -0.457 0.178 0.572
O 3.0056 -0.5025 2.9581 0.011 -0.097 -0.234
O 0.2209 -2.2038 0.1938 -0.096 -0.639 0.002
O 0.1496 4.0059 1.0540 -0.237 -0.011 -0.717
O 1.6406 -4.2068 0.3348 -0.561 0.273 -0.302
C 3.5228 -0.4778 -3.0516 0.539 -0.236 0.228
C 2.3541 1.8483 -2.3669 1.043 0.368 0.196
C -3.9072 -1.4506 -1.4507 0.831 0.411 -0.118
C 4.4048 0.6370 1.0877 -0.614 -0.451 0.766
C -3.3433 -0.1664 2.9424 0.730 0.074 0.109
C -0.9501 -4.4998 0.6664 0.443 1.304 -0.563
C -2.0524 3.7724 -0.3092 0.308 -0.715 0.243
H 3.5153 -1.4616 -3.5193 -0.452 0.021 -0.042
H 3.2904 1.8171 -1.8004 -0.197 -0.077 0.145
H 2.5498 2.4387 -3.2655 -0.213 -0.227 -0.179
H 3.9812 -0.6046 -2.0667 -0.088 0.233 -0.026
H 4.1283 0.1838 -3.6730 -0.153 0.173 0.038
H 1.6018 2.3631 -1.7760 -0.236 -0.309 -0.138
```
Positions in Å, forces in eV/Å.

---

A gas-phase ion, C7H6F3N2O3 (charge -1). Source: the Open Molecules 2025 dataset; level of theory: wB97M-V/def2-TZVPD.

As for the orbital gap: 7.62 eV. The energy relative to the best compared isomer or geometry (same formula, charge and spin) comes out at 0.0 kcal per mole. The value obtained for the HOMO energy is -4.20 eV. As for the charge: -1. Its spin multiplicity is 1. As for the SMILES: C[C@@](C(=O)[O-])(n1cc[nH]c1=O)C(F)(F)F.

```
21
Properties=species:S:1:pos:R:3:forces:R:3
F 2.5136 1.2947 -1.4029 0.114 0.796 0.265
F 2.8161 -0.4361 -0.2090 -0.447 -0.104 -0.167
F 1.4129 -0.4378 -1.9252 0.538 -0.429 0.005
O 0.2326 0.1849 2.2670 -1.141 -0.728 2.202
O 0.8996 -2.4167 0.0597 -1.118 0.008 -0.004
O 2.0018 1.4720 1.7922 1.943 1.563 0.577
N -1.4449 -2.3693 0.2225 0.169 3.034 -0.230
N -0.3460 -0.4615 -0.0474 -2.294 1.363 -0.881
C 0.0631 1.9559 -0.3681 0.566 3.384 -1.426
C 1.0320 0.7890 1.5925 -0.855 -0.995 -2.265
C 0.6057 0.6365 -0.0062 2.238 -1.519 2.018
C -0.1841 -1.8294 0.0751 1.671 0.238 0.350
C -1.7134 -0.1580 -0.0155 -1.078 -3.220 0.172
C 1.8740 0.2609 -0.8382 -1.061 -0.180 -0.458
C -2.4282 -1.3088 0.0885 4.170 -1.261 0.070
H 0.4909 2.7795 0.3514 -0.365 -1.593 -1.597
H -3.3886 -1.6552 0.0216 -2.393 0.128 0.075
H -1.5031 -3.3197 0.0267 -0.599 -1.602 -0.258
H -1.0186 2.0855 -0.2444 0.455 -0.311 -0.265
H 0.3693 2.2175 -1.4711 -0.861 -0.130 1.991
H -2.2845 0.7160 0.0307 0.348 1.559 -0.172
```
Positions in Å, forces in eV/Å.